No. 1
Formula: C41H58HfN7O3PS2
Source: the OMol25 dataset
Level of theory: the ωB97M-V functional and the def2-TZVPD basis

The geometry in XYZ format:
```
113
C41H58HfN7O3PS2 the ωB97M-V functional and the def2-TZVPD basis
Hf 0.098 0.440 -0.231
C 3.928 -1.439 -3.499
C 3.967 -0.236 -2.551
C 5.144 0.668 -2.944
C 4.074 -0.632 -1.086
C 5.033 -1.575 -0.742
C 5.239 -1.959 0.573
C 4.494 -1.373 1.574
C 3.523 -0.415 1.283
C 2.873 0.307 2.447
C 3.878 1.301 3.043
C 2.364 -0.637 3.536
C 3.297 -0.062 -0.052
N 2.220 0.835 -0.416
C 2.608 2.017 -0.990
O 3.655 2.610 -0.838
C 1.550 2.561 -1.917
C 1.757 3.572 -2.832
C 0.710 3.908 -3.687
C -0.509 3.248 -3.590
C -0.641 2.267 -2.627
N 0.374 1.932 -1.836
C -1.906 1.503 -2.362
O -2.871 1.657 -3.076
N -1.817 0.699 -1.246
C -3.082 0.030 -0.994
C -3.354 -1.180 -1.654
C -4.584 -1.806 -1.445
C -5.557 -1.227 -0.654
C -5.294 -0.011 -0.049
C -4.071 0.638 -0.197
C -3.950 1.955 0.561
C -3.283 1.740 1.922
C -3.357 3.139 -0.201
C -2.422 -1.797 -2.674
C -3.022 -1.684 -4.080
C -2.102 -3.254 -2.338
H 3.736 -1.096 -4.516
H 3.153 -2.157 -3.232
H 4.887 -1.959 -3.516
H 3.034 0.316 -2.698
H 6.080 0.109 -2.873
H 5.226 1.542 -2.303
H 5.036 0.997 -3.980
H 5.642 -2.013 -1.521
H 5.996 -2.694 0.813
H 4.691 -1.637 2.605
H 2.021 0.874 2.055
H 4.704 0.761 3.509
H 3.421 1.926 3.816
H 4.309 1.943 2.274
H 3.188 -1.177 4.001
H 1.662 -1.372 3.140
H 1.873 -0.076 4.336
H 2.723 4.055 -2.873
H 0.849 4.681 -4.431
H -1.350 3.473 -4.231
H -4.798 -2.732 -1.963
H -6.525 -1.698 -0.541
H -6.068 0.466 0.542
H -4.983 2.237 0.777
H -2.247 1.407 1.816
H -3.826 0.988 2.499
H -3.294 2.663 2.507
H -2.271 3.078 -0.276
H -3.608 4.066 0.319
H -3.771 3.203 -1.206
H -1.487 -1.242 -2.671
H -3.932 -2.281 -4.167
H -2.311 -2.051 -4.822
H -3.271 -0.650 -4.318
H -2.981 -3.891 -2.449
H -1.747 -3.354 -1.307
H -1.335 -3.637 -3.013
S 0.984 -1.604 -1.624
C 1.022 -3.281 -1.320
N 0.732 -3.820 -0.111
C 0.851 -5.142 0.140
C 1.277 -5.970 -0.849
C 1.549 -5.367 -2.088
N 1.426 -4.076 -2.316
H 0.373 -3.202 0.613
H 0.595 -5.465 1.139
H 1.393 -7.031 -0.690
H 1.879 -5.967 -2.929
C 0.277 2.761 3.661
P 0.315 3.265 1.949
C 1.920 3.924 1.551
C -0.860 4.587 1.729
O -0.037 2.054 1.058
H 0.481 3.614 4.308
H 1.031 1.992 3.834
H -0.713 2.365 3.891
H 2.169 4.709 2.267
H 1.907 4.354 0.549
H 2.682 3.148 1.585
H -0.549 5.438 2.339
H -1.855 4.270 2.031
H -0.883 4.891 0.683
C -4.641 -2.220 2.366
N -3.370 -1.965 1.705
C -2.307 -1.497 2.328
S -0.792 -1.417 1.464
N -2.379 -1.208 3.619
C -1.293 -0.753 4.478
H -5.301 -2.704 1.655
H -5.113 -1.291 2.693
H -4.500 -2.890 3.217
H -3.321 -2.051 0.694
H -3.270 -1.357 4.070
H -0.497 -0.345 3.865
H -0.898 -1.577 5.072
H -1.674 0.017 5.145
```

LUMO energy = -5.60 eV
HOMO-LUMO gap = 7.265 eV
net charge = +2

No. 2
Formula: C19H43CsN5O17S3
Source: the OMol25 dataset
Level of theory: the ωB97M-V functional and the def2-TZVPD basis

The geometry in XYZ format:
```
88
C19H43CsN5O17S3 the ωB97M-V functional and the def2-TZVPD basis
Cs -1.134 3.613 -0.688
S -0.551 0.204 -0.281
O -0.773 1.199 0.745
O -1.036 -1.082 0.202
O -1.092 0.701 -1.520
O 0.916 0.056 -0.539
C 0.498 -4.224 -0.157
C 0.193 -4.190 1.341
O 0.671 -5.001 2.147
N -0.703 -3.329 1.741
C -1.250 -3.175 3.076
H 0.281 -5.203 -0.583
H 1.572 -4.058 -0.248
H -0.039 -3.413 -0.649
H -0.977 -2.606 1.092
H -0.426 -3.051 3.779
H -1.734 -4.100 3.391
H -1.864 -2.293 3.255
C -1.325 -2.175 -3.306
C -1.139 -1.157 -4.413
O -0.730 -1.537 -5.544
N -1.448 0.140 -4.157
C -1.530 1.252 -5.115
H -2.239 -2.747 -3.468
H -1.231 -1.823 -2.279
H -0.477 -2.855 -3.394
H -1.478 0.325 -3.165
H -2.540 1.335 -5.515
H -0.854 1.103 -5.957
H -1.307 2.183 -4.593
C 2.239 -1.953 -2.485
C 3.489 -1.432 -1.813
O 4.581 -1.913 -2.120
N 3.309 -0.501 -0.867
C 4.383 0.181 -0.233
H 2.044 -1.411 -3.411
H 1.319 -1.970 -1.901
H 2.390 -3.007 -2.715
H 2.339 -0.249 -0.740
H 4.218 0.558 0.777
H 4.802 1.074 -0.697
H 5.258 -0.459 -0.118
C -2.269 0.631 3.993
C -1.769 2.071 4.018
O -1.953 2.704 5.069
N -1.102 2.530 3.000
C -0.437 3.822 2.877
H -2.060 0.205 4.974
H -1.799 0.064 3.189
H -3.336 0.595 3.774
H -1.068 1.878 2.229
H -0.924 4.487 2.165
H 0.540 3.686 2.414
H -0.191 4.366 3.789
C 1.545 1.575 -3.169
C 2.260 2.583 -2.380
O 2.873 3.498 -2.916
N 2.137 2.429 -1.060
C 2.949 3.196 -0.133
H 2.206 1.448 -4.026
H 0.664 2.060 -3.588
H 1.220 0.619 -2.758
H 1.473 1.726 -0.770
H 2.255 3.938 0.262
H 3.713 3.696 -0.728
H 3.398 2.552 0.623
C -3.983 -0.042 -1.324
C -3.857 0.135 0.160
O -5.161 0.166 0.740
S -6.334 0.329 -0.401
O -6.501 1.647 -0.918
O -7.460 -0.521 -0.082
O -5.359 -0.353 -1.496
H -3.403 -0.917 -1.617
H -3.726 0.815 -1.947
H -3.383 1.102 0.329
H -3.223 -0.615 0.632
C 1.916 -0.921 2.720
C 1.528 0.608 2.684
O 2.420 1.179 3.575
S 3.462 0.121 4.348
O 2.927 -0.427 5.633
O 4.818 0.609 4.303
O 3.236 -0.984 3.197
H 1.785 -1.455 1.778
H 1.250 -1.448 3.402
H 0.458 0.605 2.890
H 1.636 0.999 1.672
```

LUMO energy = 0.67 eV
HOMO-LUMO gap = 7.507 eV
net charge = -1

No. 3
Formula: C3H5F2N
Source: the OMol25 dataset
Level of theory: the ωB97M-V functional and the def2-TZVPD basis

The geometry in XYZ format:
```
11
C3H5F2N the ωB97M-V functional and the def2-TZVPD basis
C -0.572 1.359 0.770
C -0.921 0.489 -0.044
C -1.376 -0.691 -0.994
N 1.959 -0.524 0.751
F 1.715 -0.256 -0.579
F 2.743 0.550 1.120
H -0.058 1.858 1.600
H 0.858 -0.103 0.913
H -2.007 -0.307 -1.812
H -1.940 -1.368 -0.269
H -0.401 -1.006 -1.457
```

LUMO energy (alpha / beta) = 0.89 / -2.91 eV
<S²> = 2.01
multiplicity = 3
HOMO-LUMO gap (alpha / beta) = 6.153 / 7.680 eV

No. 4
Formula: C5H12NO2
Source: the OMol25 dataset
Level of theory: the ωB97M-V functional and the def2-TZVPD basis

The geometry in XYZ format:
```
20
C5H12NO2 the ωB97M-V functional and the def2-TZVPD basis
C 0.410 -1.720 -2.731
C -0.109 -1.140 -1.454
C -1.254 -1.511 -0.923
N -1.756 -0.919 0.325
H -0.276 -2.456 -3.141
H 0.560 -0.927 -3.460
H 1.381 -2.185 -2.556
H 0.499 -0.375 -0.979
H -1.912 -2.248 -1.361
H -1.094 -0.213 0.738
H -2.649 -0.443 0.175
H -1.922 -1.635 1.033
O -0.364 0.984 1.643
C 0.748 1.481 1.683
O 1.856 0.750 1.541
C 1.018 2.923 1.921
H 1.605 -0.188 1.548
H 1.931 3.228 1.419
H 1.153 3.072 2.991
H 0.177 3.522 1.588
```

LUMO energy = -3.13 eV
HOMO-LUMO gap = 11.439 eV
net charge = +1

Which formula does entry 2 have?
C19H43CsN5O17S3